C24H29FN6O2SiTi | ωB97M-V with the def2-TZVPD basis set

```
! wB97M-V def2-TZVPD RIJCOSX def2/J DEFGRID3
* xyz 0 3
Ti -0.19 -0.04 0.12
C 2.10 -3.67 0.04
C 1.04 -2.63 -0.11
N 1.29 -1.35 -0.36
N 2.52 -0.83 -0.73
C 2.43 0.46 -0.61
O 1.38 1.06 -0.07
C 3.52 1.31 -1.18
C 3.46 2.68 -1.04
C 4.46 3.48 -1.59
C 5.51 2.90 -2.28
C 5.56 1.52 -2.43
C 4.57 0.72 -1.88
C -0.35 -2.91 0.00
C -0.90 -4.19 0.26
C -2.25 -4.39 0.15
C -3.10 -3.33 -0.25
C -2.53 -2.09 -0.43
N -1.22 -1.85 -0.27
H 3.06 -3.25 -0.23
H 1.91 -4.54 -0.59
H 2.17 -4.02 1.07
H 2.63 3.13 -0.51
H 4.42 4.56 -1.48
H 6.29 3.52 -2.71
H 6.38 1.05 -2.97
H 4.59 -0.35 -1.99
H -0.25 -5.01 0.54
H -2.66 -5.38 0.34
H -4.16 -3.46 -0.38
H -3.13 -1.23 -0.68
C -2.10 2.73 2.85
Si -2.85 1.79 1.43
C -4.28 2.78 0.77
C -3.54 0.20 2.11
N -1.69 1.40 0.22
C -1.24 2.34 -0.72
C -1.22 3.73 -0.59
C -0.68 4.57 -1.56
C -0.13 4.05 -2.72
C -0.11 2.66 -2.89
C -0.67 1.89 -1.92
F -0.60 0.51 -2.05
H -2.89 3.17 3.47
H -1.44 3.53 2.53
H -1.52 2.06 3.50
H -5.07 2.84 1.52
H -4.69 2.31 -0.13
H -3.99 3.80 0.50
H -4.41 -0.14 1.54
H -3.85 0.34 3.15
H -2.80 -0.60 2.08
H -1.62 4.17 0.32
H -0.68 5.64 -1.40
H 0.31 4.70 -3.47
H 0.33 2.20 -3.76
N -0.93 -2.04 3.32
C -0.26 -0.88 3.18
N 0.26 -0.28 4.26
O -0.06 -0.41 2.05
H -1.33 -2.31 4.20
H -1.33 -2.43 2.48
H 0.01 -0.55 5.19
H 0.63 0.65 4.13
*
```

Results
LUMO level (spin up / spin down) ... 0.070 / 0.035 eV
E ... -72109.507 eV
Molecular weight ... 528.49 g/mol
Highest occupied orbital energy (spin up / spin down) ... -5.41 / -7.43 eV

***

C24H29N2O2 | ωB97M-V with the def2-TZVPD basis set

```
! wB97M-V def2-TZVPD RIJCOSX def2/J DEFGRID3
* xyz 1 1
C -1.65 3.25 2.99
C -2.00 2.00 2.18
C -2.49 0.75 2.86
C -3.71 0.15 2.50
C -4.80 0.94 1.83
C -3.88 -1.22 2.74
C -2.90 -1.96 3.40
C -3.09 -3.43 3.61
C -1.76 -1.31 3.88
C -1.58 0.05 3.67
C -0.34 0.71 4.20
H -2.06 4.13 2.47
H -2.07 3.20 4.01
H -0.56 3.39 3.04
H -2.67 2.29 1.37
H -5.55 0.27 1.41
H -5.31 1.61 2.53
H -4.43 1.57 1.00
H -4.79 -1.70 2.39
H -2.21 -3.87 4.08
H -3.96 -3.65 4.24
H -3.26 -3.94 2.65
H -0.99 -1.89 4.42
H 0.17 0.03 4.90
H 0.38 0.94 3.40
H -0.54 1.64 4.76
H -1.09 1.64 1.74
C 0.78 2.69 -0.32
H 0.38 1.71 -0.54
C 0.05 3.85 -0.61
C 0.61 5.09 -0.39
N 1.87 5.20 0.14
C 2.54 6.44 0.25
C 3.94 6.43 0.28
C 4.64 7.61 0.40
C 3.94 8.83 0.56
O 4.69 9.93 0.80
C 4.03 11.11 1.31
C 2.52 8.84 0.52
C 1.83 7.64 0.36
C 2.48 4.08 0.67
C 1.89 2.84 0.54
C 2.35 1.84 1.55
N 1.70 0.62 1.59
O 3.22 2.13 2.36
H -0.97 3.78 -0.99
H 0.14 6.02 -0.71
H 4.49 5.50 0.19
H 5.73 7.62 0.41
H 4.82 11.86 1.34
H 3.22 11.42 0.65
H 3.65 10.92 2.32
H 1.99 9.78 0.66
H 0.74 7.67 0.32
H 3.34 4.26 1.32
H 1.08 0.34 0.85
H 2.20 -0.13 2.06
*
```

Results
LUMO level ... -4.719 eV
E ... -32427.217 eV
Molecular weight ... 377.51 g/mol
Highest occupied orbital energy ... -10.28 eV

***

C24H29N2O3PtS5 | ωB97M-V with the def2-TZVPD basis set

```
! wB97M-V def2-TZVPD RIJCOSX def2/J DEFGRID3
* xyz 1 3
Pt -0.20 0.26 0.03
C 0.93 2.41 3.07
C 0.89 0.96 3.55
S 0.28 -0.34 2.41
C 1.77 -1.30 2.03
C 2.80 -0.55 1.22
S 2.18 -0.08 -0.43
C 2.57 1.71 -0.51
C 1.70 2.57 0.39
S 2.36 2.85 2.05
H 1.04 3.04 3.96
H 0.01 2.71 2.58
H 0.21 0.88 4.39
H 1.88 0.64 3.88
H 1.39 -2.17 1.49
H 2.21 -1.65 2.96
H 3.67 -1.19 1.06
H 3.12 0.36 1.71
H 2.41 1.96 -1.56
H 3.64 1.83 -0.31
H 0.73 2.06 0.55
H 1.49 3.53 -0.08
N -1.20 -1.53 -0.46
S -1.24 -2.21 -1.92
C -2.75 -3.16 -1.94
C -3.79 -2.77 -1.12
C -4.99 -3.48 -1.18
C -5.12 -4.53 -2.07
C -4.07 -4.89 -2.91
C -2.87 -4.21 -2.85
C -0.01 -3.48 -1.99
C 1.01 -3.34 -2.92
C 2.02 -4.28 -2.96
C 2.01 -5.35 -2.07
C 0.98 -5.49 -1.14
C -0.04 -4.55 -1.10
H -1.20 -2.22 0.30
H -3.68 -1.94 -0.43
H -5.81 -3.19 -0.54
H -6.06 -5.07 -2.12
H -4.18 -5.71 -3.60
H -2.05 -4.49 -3.50
H 1.00 -2.50 -3.61
H 2.82 -4.19 -3.68
H 2.80 -6.09 -2.11
H 0.97 -6.33 -0.46
H -0.86 -4.67 -0.40
N -1.37 1.64 -1.27
C -2.27 2.17 -0.25
C -2.69 1.32 0.76
C -3.45 1.80 1.81
C -3.81 3.14 1.84
C -3.41 3.99 0.80
C -2.65 3.51 -0.26
S -4.69 3.78 3.26
O -5.32 2.60 3.81
O -5.59 4.77 2.69
O -3.60 4.33 4.05
H -1.85 1.07 -1.96
H -0.90 2.38 -1.78
H -2.46 0.26 0.72
H -3.80 1.16 2.62
H -3.71 5.03 0.84
H -2.33 4.17 -1.06
*
```

Results
LUMO level (spin up / spin down) ... -3.121 / -5.177 eV
E ... -91894.665 eV
Molecular weight ... 748.92 g/mol
Highest occupied orbital energy (spin up / spin down) ... -9.62 / -9.62 eV

***

C24H29N3O2 | ωB97M-V with the def2-TZVPD basis set

```
! wB97M-V def2-TZVPD RIJCOSX def2/J DEFGRID3
* xyz 0 1
C 1.48 3.90 4.73
C 2.38 2.95 3.95
N 1.63 2.13 3.00
C 2.32 0.90 2.65
C 3.67 1.07 1.94
C 1.10 2.86 1.86
C -0.38 3.21 2.03
C -1.22 1.97 2.34
N -1.18 1.03 1.25
C -0.79 -0.23 1.34
C -0.66 -1.09 0.27
C -0.98 -0.60 -1.05
O -1.34 0.56 -1.28
N -0.88 -1.48 -2.11
C -1.20 -0.97 -3.41
C -0.38 -0.03 -4.00
C -0.69 0.45 -5.26
C -1.81 -0.03 -5.93
C -2.64 -0.98 -5.34
C -3.85 -1.50 -6.05
C -2.32 -1.44 -4.07
C -0.52 -2.82 -2.03
O -0.49 -3.51 -3.02
C -0.17 -3.30 -0.69
C 0.23 -4.63 -0.58
C 0.59 -5.15 0.65
C 0.55 -4.33 1.77
C 0.15 -3.02 1.67
C -0.23 -2.46 0.44
H 1.12 4.71 4.10
H 2.05 4.34 5.55
H 0.63 3.36 5.15
H 2.86 2.27 4.65
H 3.17 3.53 3.45
H 2.47 0.33 3.57
H 1.66 0.32 2.00
H 4.06 0.10 1.66
H 4.39 1.56 2.59
H 3.56 1.67 1.03
H 1.66 3.79 1.69
H 1.20 2.25 0.96
H -0.74 3.67 1.11
H -0.52 3.92 2.84
H -0.83 1.49 3.24
H -2.26 2.27 2.52
H -1.39 1.34 0.30
H -0.57 -0.57 2.35
H 0.50 0.33 -3.48
H -0.06 1.19 -5.73
H -2.05 0.35 -6.91
H -3.98 -1.02 -7.01
H -3.75 -2.58 -6.21
H -4.74 -1.34 -5.45
H -2.95 -2.18 -3.60
H 0.26 -5.23 -1.48
H 0.91 -6.18 0.73
H 0.84 -4.73 2.73
H 0.14 -2.42 2.56
*
```

Results
LUMO level ... 0.450 eV
E ... -33925.355 eV
Structure (SMILES) ... CCN(CC)CCCN/C=C1\C(=O)N(c2cccc(C)c2)C(=O)c2ccccc21
Molecular weight ... 391.51 g/mol
Highest occupied orbital energy ... -7.75 eV